[1]
Density functional theory data (wB97M-V/def2-TZVPD) for a cluster of 3 separate species, C35H61BrF3N6O5 in total in a non-equilibrium geometry.

The calculation puts the HOMO energy at -0.3519 Ha. Its net charge is +1. As for the orbital gap: 4.2 eV.

Geometry as XYZ:
```
111
Properties=species:S:1:pos:R:3:forces:R:3
C -1.7109 2.1359 7.6017 0.4 -0.6 -0.2
C -2.7466 3.3755 7.3170 -5.4 0.8 4.1
O -3.7899 3.4946 8.1797 6.9 -0.4 -5.9
O -2.6514 4.3417 6.1912 0.4 -3.9 1.7
C -2.0099 3.6454 5.0654 0.8 0.2 -1.8
C -2.2325 4.4036 3.5982 1.4 0.1 0.9
C -1.1225 3.7047 2.5794 0.5 1.0 0.6
C -1.3388 4.0808 0.9988 0.0 0.7 0.7
C -2.3940 3.1220 0.1907 0.7 0.1 -0.9
C -2.3189 1.5284 0.5660 -0.3 -3.5 0.9
C -0.9047 0.6388 0.4859 -3.3 -1.8 0.2
C 0.5144 1.3639 -0.0225 3.3 3.5 3.5
O 1.1753 2.0714 0.9353 -4.3 -4.9 -6.3
O 0.9855 1.2844 -1.4139 -1.0 0.1 4.6
C 2.3341 1.8449 -1.5845 2.5 0.5 -0.6
C 2.3982 3.4701 -1.7803 -0.2 -0.1 -1.8
C 0.9778 4.1857 -2.1732 0.1 0.9 0.3
Br 3.3064 4.4210 -0.2204 -0.8 -0.8 -1.1
C -0.9681 -0.9838 0.8848 -3.1 1.8 0.3
C 0.3413 -1.9888 0.8039 -0.4 -0.3 -0.8
C 1.6745 -1.4241 1.5796 0.8 -1.0 1.0
C 3.0769 -1.6828 0.7564 0.8 0.0 -2.8
F 4.1991 -2.3769 1.4884 -3.3 3.1 -2.0
C 3.3666 -1.2658 -0.6421 1.0 -0.3 2.1
F 4.7203 -0.6549 -0.9136 -4.7 -2.8 0.1
F 2.4826 -1.4310 -1.8186 3.0 1.3 4.1
C -2.4413 -1.6249 1.3497 0.9 2.0 -0.9
C -2.6577 -3.2168 1.7521 -0.3 -0.5 0.0
N -2.5885 -3.4184 3.2732 0.9 0.8 -1.0
N -3.7142 -0.7560 1.4308 4.9 2.5 -1.6
N -4.9279 -1.3348 1.8684 -0.2 0.8 6.3
C -5.0986 -1.1105 3.2241 -3.0 4.1 4.0
O -5.5044 -0.6245 4.4288 3.7 -4.8 -10.5
C -3.7126 0.7389 1.0475 2.3 -0.3 -0.9
C -5.1616 1.5706 1.1248 0.8 -0.2 -0.5
N -5.1167 2.2964 2.4843 -0.3 -2.1 -0.6
H -1.6210 1.3621 6.7057 -0.3 1.9 1.7
H -0.6026 2.4768 7.8421 -2.4 -0.4 -0.6
H -2.1120 1.5123 8.5196 0.6 1.7 -1.9
H -0.8354 3.6444 5.2517 -2.5 -0.3 -0.4
H -2.4510 2.5685 4.9416 1.0 1.9 0.4
H -1.8483 5.5179 3.7737 -1.3 -2.3 -0.6
H -3.3339 4.3462 3.2074 2.1 0.1 0.9
H -0.0758 4.1855 2.8933 -2.2 -1.2 -0.7
H -1.0310 2.5622 2.8143 -0.2 2.0 -0.7
H -0.2969 4.1742 0.4549 -2.2 -0.5 1.1
H -1.8073 5.1784 0.9810 1.0 -2.4 -0.1
H -3.4529 3.6101 0.2865 1.9 -1.5 0.1
H -2.1014 3.2064 -0.9636 -0.7 -0.4 2.4
H 3.1032 1.5242 -0.7366 -2.1 0.7 -1.6
H 2.7693 1.3609 -2.5849 -1.4 1.0 2.1
H 3.1328 3.6640 -2.7012 -1.5 -0.4 2.3
H 0.0220 3.6895 -1.7163 2.0 0.7 -0.9
H 0.8711 4.2363 -3.3470 0.2 -0.2 2.4
H 1.0071 5.2959 -1.7351 0.0 -2.5 -1.2
H 0.5231 -2.1908 -0.3585 -0.2 0.7 2.5
H 0.1289 -3.0689 1.2613 0.1 2.6 -1.0
H 1.5814 -0.2995 1.9465 0.3 -2.3 -1.2
H 1.7682 -2.0628 2.5839 -0.1 1.4 -2.3
H -3.7217 -3.6380 1.4120 2.3 1.5 0.4
H -1.8692 -3.9397 1.2444 -1.6 1.9 0.8
H -2.5626 -2.4947 3.7713 0.3 -1.5 -0.6
H -1.7581 -4.0117 3.5296 -1.2 1.2 -0.3
H -6.0955 0.8715 1.0099 2.1 1.0 0.2
H -5.2300 2.3484 0.2218 0.5 -1.8 2.0
H -4.4132 1.7364 3.0509 -1.5 1.2 -0.4
H -6.0816 2.1912 2.9058 1.7 0.2 -0.3
C -0.1485 -7.7036 0.9404 0.0 -0.1 -0.1
C -1.5703 -7.6346 1.4896 0.0 -0.1 -0.3
N -2.6110 -7.6688 0.4589 -0.3 0.4 0.0
C -3.9434 -7.3286 0.9691 0.2 0.1 -0.1
C -4.5710 -8.2725 1.9897 -0.3 -0.1 0.1
C -2.5707 -8.8030 -0.4671 0.3 0.1 -0.2
C -2.6574 -10.2047 0.1285 -0.1 -0.4 -0.1
H 0.0328 -6.9069 0.2102 -0.1 -0.1 0.0
H 0.5714 -7.5806 1.7565 -0.1 -0.1 -0.1
H 0.0604 -8.6669 0.4655 0.0 0.2 0.0
H -1.6500 -6.6889 2.0399 -0.3 0.0 0.0
H -1.7026 -8.4363 2.2247 0.1 0.0 0.2
H -4.6362 -7.2099 0.1261 0.2 -0.1 0.0
H -3.8870 -6.3304 1.4232 0.2 0.0 0.0
H -4.9383 -9.1861 1.5199 0.1 0.0 0.1
H -5.4353 -7.7870 2.4564 0.1 0.0 0.0
H -3.8796 -8.5420 2.7919 0.0 0.0 -0.1
H -1.6435 -8.7390 -1.0482 0.0 0.1 0.2
H -3.3624 -8.6905 -1.2184 0.0 0.2 0.3
H -2.0273 -10.3268 1.0140 -0.1 0.0 -0.1
H -2.3202 -10.9395 -0.6126 0.0 0.1 0.1
H -3.6828 -10.4691 0.3907 0.1 0.0 0.1
C 4.0380 6.2787 -6.6063 0.0 -0.1 -0.1
C 5.2465 5.7789 -5.8205 -0.1 -0.1 -0.1
N 5.2897 4.3241 -5.6527 -0.1 -0.3 0.4
C 6.2908 3.8829 -4.6756 -0.2 0.1 0.1
C 7.7581 4.1407 -5.0025 0.3 -0.1 0.1
C 5.2248 3.5267 -6.8797 -0.3 0.2 -0.1
C 6.3013 3.7641 -7.9342 0.2 -0.1 -0.3
H 3.1014 5.9343 -6.1535 0.1 0.0 -0.1
H 4.0250 7.3738 -6.6113 0.0 -0.2 0.0
H 4.0634 5.9495 -7.6495 0.0 0.0 0.1
H 5.1934 6.2467 -4.8296 0.2 -0.3 0.0
H 6.1572 6.1583 -6.2972 0.1 0.1 0.0
H 6.1570 2.8119 -4.4763 -0.1 0.1 -0.2
H 6.0676 4.3722 -3.7183 -0.1 0.1 -0.2
H 8.1296 3.4475 -5.7586 0.0 0.1 0.0
H 8.3672 3.9861 -4.1049 -0.1 0.0 -0.1
H 7.9382 5.1634 -5.3430 0.0 -0.1 0.0
H 4.2487 3.6967 -7.3484 0.1 0.1 0.1
H 5.2131 2.4600 -6.6229 0.1 0.2 0.2
H 6.5026 4.8262 -8.1002 0.0 -0.1 0.1
H 5.9747 3.3427 -8.8927 0.0 0.1 0.1
H 7.2373 3.2679 -7.6741 0.0 0.2 0.0
```
Forces are in eV/Å.

Mulliken atomic charge list, values in e, 6 entries: atom 1 (C): -0.74, atom 2 (C): 0.62, atom 3 (O): -0.54, atom 4 (O): -0.34, atom 5 (C): -0.27, atom 6 (C): -0.52


[2]
Density functional theory data (wB97M-V/def2-TZVPD) for a cluster of 9 separate species, C32H45F6N3O10P in total in a non-equilibrium geometry.

The calculation puts the HOMO energy at -0.2275 Ha. Its net charge is -1. As for the orbital gap: 8.1 eV.

Geometry as XYZ:
```
97
Properties=species:S:1:pos:R:3:forces:R:3
P -0.1988 -0.0276 -0.4585 1.2 -0.3 0.0
F -0.8144 -1.4436 -0.9628 -0.5 0.3 0.2
F 0.7042 0.0098 -1.8159 -0.4 -0.2 -0.3
F -1.4517 0.7669 -1.1460 0.4 -0.2 -0.2
F 0.5338 1.3739 -0.1199 -0.5 0.0 0.8
F -1.0246 -0.0258 0.9265 -0.1 0.0 -0.2
F 0.9690 -0.8808 0.2960 0.0 0.4 -0.1
O -3.6423 -4.2504 4.4423 0.4 0.1 -0.2
C -2.9463 -3.3130 4.1515 1.0 -0.5 1.0
O -3.4028 -2.0764 4.1226 -1.7 0.9 0.6
C -2.5161 -1.1068 3.5495 0.3 -1.5 0.1
C -1.1412 -1.7437 3.7606 -0.1 0.2 -1.1
C -1.4434 -3.2539 3.8148 -0.1 0.6 -0.5
H -2.6236 -0.1639 4.0728 -0.3 0.1 -0.2
H -2.8233 -1.1144 2.5029 0.4 0.8 0.0
H -0.6805 -1.3696 4.6734 0.0 -0.2 0.1
H -0.5297 -1.4561 2.9027 0.3 -0.2 0.2
H -0.7222 -3.7127 4.4837 -0.5 -0.6 0.2
H -1.3974 -3.7331 2.8323 0.4 0.1 0.0
O 7.4546 -0.9360 -0.0362 -0.7 -0.2 -0.4
C 6.3446 -0.6914 -0.4509 1.8 0.6 0.8
O 5.2576 -0.8726 0.3000 -1.0 -0.4 0.5
C 4.0408 -0.5505 -0.4386 2.0 1.0 -1.4
C 4.5860 0.4595 -1.4678 -1.4 0.8 -0.9
C 6.0001 0.0021 -1.7319 -0.9 -0.2 -0.6
H 3.2880 -0.0759 0.1733 -0.2 -0.7 0.3
H 3.8018 -1.4288 -1.0379 -0.8 -0.2 0.7
H 4.4837 1.5092 -1.1785 0.4 -0.2 0.6
H 3.9838 0.4320 -2.3834 0.0 -0.2 0.1
H 6.6790 0.7953 -2.0250 0.3 -0.1 0.2
H 5.9272 -0.7179 -2.5536 0.5 -0.1 0.1
O 4.1985 6.2466 0.6193 -0.2 -0.2 0.4
C 3.2767 5.6520 0.1404 -0.1 1.0 -1.5
O 2.7647 4.5231 0.6267 -0.1 -0.6 0.7
C 1.7803 3.9312 -0.2388 -0.2 0.4 -0.7
C 1.4126 5.0178 -1.2239 -1.1 0.4 -1.6
C 2.5968 5.9431 -1.2252 0.9 0.4 0.4
H 0.9110 3.6161 0.3247 0.3 -0.3 0.3
H 2.2271 3.1072 -0.7915 0.1 -0.3 0.4
H 0.4603 5.5219 -1.0245 0.4 0.3 0.9
H 1.1217 4.6802 -2.2256 0.7 -0.6 0.1
H 2.3833 6.9793 -1.4869 -0.1 0.1 0.8
H 3.4276 5.7506 -1.9158 -0.4 -0.7 -0.2
O 0.6705 5.8197 5.1766 -0.1 -0.3 0.5
C 0.6154 4.6791 4.8038 0.3 1.5 -1.0
O -0.0302 3.7050 5.4524 -0.1 -0.7 0.3
C -0.1255 2.5611 4.5654 -0.2 0.7 -0.3
C 1.0518 2.7126 3.6299 0.7 -1.5 -0.5
C 1.2445 4.1991 3.4958 -0.8 -0.1 0.3
H -1.0752 2.6853 4.0371 0.0 -0.2 0.0
H -0.1240 1.5969 5.0623 0.0 0.2 0.6
H 0.8095 2.1344 2.7323 0.3 0.4 -0.2
H 1.9251 2.2164 4.0639 0.0 0.1 0.1
H 0.6834 4.5446 2.6241 -0.2 0.4 0.3
H 2.2273 4.6540 3.4272 0.2 -0.5 -0.1
O -1.2579 -5.7919 -1.4669 0.1 0.0 0.2
C -0.1604 -5.3159 -1.5942 -1.3 0.3 1.0
O 0.5781 -5.5976 -2.6553 0.6 -0.3 -0.4
C 1.8230 -4.8861 -2.6542 0.1 -0.7 -0.5
C 1.7579 -3.9237 -1.4775 -0.3 1.3 -0.1
C 0.5232 -4.3279 -0.6346 1.0 -0.9 -1.4
H 1.8813 -4.4634 -3.6592 0.1 0.5 0.3
H 2.6437 -5.6082 -2.6027 -0.1 -0.1 0.3
H 1.5511 -2.9299 -1.8857 0.0 0.0 0.1
H 2.7000 -3.8217 -0.9435 0.0 -0.3 0.2
H -0.1246 -3.4851 -0.4333 -0.1 -0.1 0.2
H 0.7881 -4.8755 0.2680 -0.1 0.1 0.1
N -3.6441 -1.3109 -1.4661 -0.5 0.4 -0.6
C -4.1267 -2.5247 -1.0354 0.8 0.5 -0.6
C -5.4742 -2.5231 -1.2798 -0.5 -0.4 0.6
C -5.8291 -1.2708 -1.8270 0.1 -0.3 -0.5
C -4.6623 -0.5743 -2.0009 -0.4 0.5 0.6
H -2.6944 -0.9808 -1.4733 0.1 -0.4 0.1
H -3.3786 -3.2576 -0.7784 -0.4 -0.3 0.4
H -6.1934 -3.2820 -1.0116 0.2 -0.2 -0.1
H -6.8310 -0.9814 -2.0989 0.1 0.2 0.0
H -4.5496 0.4588 -2.2905 0.3 -0.1 -0.1
N 0.9154 -0.8284 -4.5286 0.1 -1.1 -0.5
C 2.0736 -1.3794 -5.0198 0.0 1.6 1.1
C 1.7977 -2.4526 -5.8033 -0.6 0.4 -0.2
C 0.3602 -2.5191 -5.8212 -0.9 -1.3 0.2
C -0.1511 -1.5954 -4.9655 1.1 1.9 0.5
H 0.9037 -0.0912 -3.8482 -0.2 -0.1 0.2
H 2.9554 -0.8278 -4.7236 0.4 -0.5 -0.3
H 2.5737 -3.0118 -6.2960 -0.3 -0.3 -0.2
H -0.3633 -3.2210 -6.2203 0.7 -0.3 -0.4
H -1.1207 -1.2756 -4.6235 -0.3 -0.5 -0.3
N -3.8636 1.1372 0.9166 -1.3 0.3 0.6
C -3.5966 1.6079 2.1815 2.2 0.2 -1.3
C -4.7216 1.9857 2.7961 -1.0 0.4 1.3
C -5.7834 1.6984 1.9243 -0.1 0.0 -1.1
C -5.2386 1.1959 0.7588 -0.4 0.3 0.7
H -3.1336 0.9047 0.2657 -0.2 -0.2 -0.2
H -2.5560 1.7770 2.4189 -0.1 -0.2 0.3
H -4.8065 2.4393 3.7726 0.1 -0.1 0.0
H -6.8300 1.9311 2.0386 0.0 -0.2 0.2
H -5.8641 0.9181 -0.0697 0.7 -0.3 -0.4
```
Forces are in eV/Å.

Mulliken atomic charge list, values in e, 6 entries: atom 1 (P): 1.54, atom 2 (F): -0.46, atom 3 (F): -0.42, atom 4 (F): -0.44, atom 5 (F): -0.24, atom 6 (F): -0.46